Model 1:
ORCA calculation (ωB97M-V/def2-TZVPD) on a gas-phase ion, C4H9N4O (charge +1).

ORCA input file:
```
! wB97M-V def2-TZVPD RIJCOSX def2/J DEFGRID3
* xyz 1 1
C -0.538 -1.569 -1.357
N -0.562 -1.690 -0.071
C -0.003 -0.632 0.685
N 1.320 -0.499 0.346
C 1.749 0.653 -0.195
O 2.885 1.051 -0.514
C 0.433 1.496 -0.444
N -0.651 0.632 0.086
N -1.564 1.194 0.960
H -0.902 -2.242 -2.099
H 0.063 -0.720 -1.589
H -1.191 -2.444 0.334
H -0.238 -0.678 1.753
H 2.139 -0.944 0.696
H 0.532 2.408 0.072
H 0.269 1.533 -1.464
H -1.244 1.611 1.747
H -2.498 0.840 1.056
*
```

gap between HOMO and LUMO = 7.81 eV
HOMO energy = -13.4 eV
SMILES string = C=[NH+][C@H]1NC(=O)CN1N

Atom-resolved charges from natural (NBO), all expressed in e: number 1, C, carries 0.179; number 2, N, carries -0.420; number 3, C, carries 0.199; number 4, N, carries -0.655; number 5, C, carries 0.670; number 6, O, carries -0.530; number 7, C, carries -0.331; number 8, N, carries -0.268; number 9, N, carries -0.665; number 10, H, carries 0.252; number 11, H, carries 0.219; number 12, H, carries 0.458; number 13, H, carries 0.234; number 14, H, carries 0.446; number 15, H, carries 0.245; number 16, H, carries 0.228; number 17, H, carries 0.352; number 18, H, carries 0.385


Model 2:
ORCA calculation (ωB97M-V/def2-TZVPD) on a gas-phase ion, C4H9N4O (charge +1).

ORCA input file:
```
! wB97M-V def2-TZVPD RIJCOSX def2/J DEFGRID3
* xyz 1 1
C -0.982 -1.209 -0.930
C -2.053 -0.727 -0.210
N -2.307 0.572 -0.130
C -1.411 1.438 0.105
N -0.166 1.083 0.532
C 0.465 -0.152 0.278
N 0.790 -0.903 1.344
O 1.350 -0.167 -0.760
N 2.354 0.855 -0.539
H -0.755 -2.261 -0.920
H -0.640 -0.663 -1.795
H -2.694 -1.374 0.378
H -1.657 2.490 0.099
H 0.410 1.780 0.988
H 1.423 -1.674 1.207
H 0.255 -0.869 2.198
H 2.377 1.419 -1.386
H 3.241 0.362 -0.457
*
```

gap between HOMO and LUMO = 8.57 eV
HOMO energy = -13.4 eV
SMILES string = C=C/N=C\NC(=[NH2+])ON

Atom-resolved charges from natural (NBO), all expressed in e: number 1, C, carries -0.495; number 2, C, carries 0.168; number 3, N, carries -0.429; number 4, C, carries 0.348; number 5, N, carries -0.675; number 6, C, carries 0.779; number 7, N, carries -0.768; number 8, O, carries -0.413; number 9, N, carries -0.529; number 10, H, carries 0.242; number 11, H, carries 0.264; number 12, H, carries 0.230; number 13, H, carries 0.228; number 14, H, carries 0.454; number 15, H, carries 0.427; number 16, H, carries 0.425; number 17, H, carries 0.374; number 18, H, carries 0.373


Which structure loses on stability? model 2 does.


Model 1:
ORCA calculation (ωB97M-V/def2-TZVPD) on a molecular structure, C2H4N2OS3.

ORCA input file:
```
! wB97M-V def2-TZVPD RIJCOSX def2/J DEFGRID3
* xyz 0 1
C -1.623 -0.414 0.055
C 0.446 1.202 -0.454
N -0.567 -0.857 0.731
N 0.728 -0.519 0.398
O 0.758 1.978 0.528
S -3.151 -0.891 0.307
S -1.266 1.141 -0.807
S 1.293 -1.689 -0.770
H 1.054 1.234 -1.244
H -0.701 -1.815 0.960
H 0.473 1.675 1.342
H 2.555 -1.044 -1.047
*
```

gap between HOMO and LUMO = 8.72 eV
HOMO energy = -8.6 eV

Atom-resolved charges from natural (NBO), all expressed in e: number 1, C, carries -0.096; number 2, C, carries 0.164; number 3, N, carries -0.482; number 4, N, carries -0.438; number 5, O, carries -0.663; number 6, S, carries -0.075; number 7, S, carries 0.262; number 8, S, carries 0.102; number 9, H, carries 0.181; number 10, H, carries 0.408; number 11, H, carries 0.498; number 12, H, carries 0.140


Model 2:
ORCA calculation (ωB97M-V/def2-TZVPD) on a single C2H4N2OS3 molecule.

ORCA input file:
```
! wB97M-V def2-TZVPD RIJCOSX def2/J DEFGRID3
* xyz 0 1
O -0.421 -2.209 0.400
N -0.505 -1.426 -0.744
C -0.135 -0.251 -0.419
N 0.052 0.757 -1.398
S -0.402 2.345 -1.096
C 0.329 0.057 0.963
S -0.615 0.170 2.249
S 2.080 0.321 0.971
H -0.752 -3.029 -0.023
H -0.024 0.460 -2.348
H -1.717 2.188 -0.831
H 2.112 0.617 2.277
*
```

gap between HOMO and LUMO = 8.35 eV
HOMO energy = -8.9 eV
SMILES string = O/N=C(/NS)C(=S)S

Atom-resolved charges from natural (NBO), all expressed in e: number 1, O, carries -0.558; number 2, N, carries -0.155; number 3, C, carries 0.259; number 4, N, carries -0.764; number 5, S, carries 0.215; number 6, C, carries -0.354; number 7, S, carries 0.119; number 8, S, carries 0.112; number 9, H, carries 0.486; number 10, H, carries 0.406; number 11, H, carries 0.090; number 12, H, carries 0.144


Which structure loses on stability? model 1 does.


Model 1:
ORCA calculation (ωB97M-V/def2-TZVPD) on 2 unconnected molecules or ions with the total composition C2H8N.

ORCA input file:
```
! wB97M-V def2-TZVPD RIJCOSX def2/J DEFGRID3
* xyz 1 1
C 1.097 0.297 1.541
N -0.968 -0.487 -1.994
C -0.636 -0.270 -0.552
H 0.710 0.571 2.531
H 0.316 -0.271 0.994
H 2.005 -0.314 1.613
H -1.205 0.632 -0.311
H 1.435 1.200 1.007
H -1.755 0.157 -2.048
H -0.816 -1.282 -0.181
H -0.182 -0.232 -2.601
*
```

gap between HOMO and LUMO = 8.64 eV
HOMO energy = -17.2 eV

Atom-resolved charges from natural (NBO), all expressed in e: number 1, C, carries -0.790; number 2, N, carries -0.690; number 3, C, carries 0.216; number 4, H, carries 0.265; number 5, H, carries 0.171; number 6, H, carries 0.256; number 7, H, carries 0.221; number 8, H, carries 0.236; number 9, H, carries 0.403; number 10, H, carries 0.263; number 11, H, carries 0.448


Model 2:
ORCA calculation (ωB97M-V/def2-TZVPD) on 2 unconnected molecules or ions with the total composition C2H8N.

ORCA input file:
```
! wB97M-V def2-TZVPD RIJCOSX def2/J DEFGRID3
* xyz 1 1
N 0.389 0.203 -2.017
H 0.812 0.955 -2.550
H 1.114 -0.498 -1.853
H -0.114 0.476 -1.157
H -0.426 -0.211 -2.485
C 0.165 -0.405 2.071
C -0.799 0.098 1.305
H 0.403 -1.459 2.099
H 0.831 0.259 2.611
H -1.490 -0.586 0.821
H -0.884 1.168 1.154
*
```

gap between HOMO and LUMO = 9.67 eV
HOMO energy = -14.1 eV

Atom-resolved charges from natural (NBO), all expressed in e: number 1, N, carries -0.870; number 2, H, carries 0.463; number 3, H, carries 0.464; number 4, H, carries 0.474; number 5, H, carries 0.459; number 6, C, carries -0.322; number 7, C, carries -0.485; number 8, H, carries 0.207; number 9, H, carries 0.208; number 10, H, carries 0.199; number 11, H, carries 0.203


Which structure loses on stability? model 1 does.


Model 1:
ORCA calculation (ωB97M-V/def2-TZVPD) on a molecular structure, C7H8F3NO.

ORCA input file:
```
! wB97M-V def2-TZVPD RIJCOSX def2/J DEFGRID3
* xyz 0 1
C -0.612 2.253 -0.227
C -0.377 1.946 1.071
C -0.626 1.157 -1.220
C -0.045 0.535 1.404
C 0.469 -0.275 0.218
C 0.644 -2.508 -0.623
C 2.293 0.381 -0.050
N -0.062 -0.006 -1.094
O 0.551 -1.623 0.422
F 2.560 1.208 0.934
F 3.166 -0.647 -0.023
F 2.357 0.969 -1.260
H -0.578 3.367 -0.681
H -0.473 2.685 1.859
H -1.076 1.190 -2.229
H 0.650 0.438 2.205
H -1.138 0.095 1.727
H 0.770 -2.146 -1.692
H -0.239 -3.121 -0.866
H 1.523 -3.164 -0.475
*
```

gap between HOMO and LUMO = 9.13 eV
HOMO energy = -9.0 eV

Atom-resolved charges from natural (NBO), all expressed in e: number 1, C, carries -0.305; number 2, C, carries -0.108; number 3, C, carries 0.096; number 4, C, carries -0.505; number 5, C, carries 0.405; number 6, C, carries -0.275; number 7, C, carries 0.910; number 8, N, carries -0.441; number 9, O, carries -0.522; number 10, F, carries -0.329; number 11, F, carries -0.335; number 12, F, carries -0.332; number 13, H, carries 0.240; number 14, H, carries 0.226; number 15, H, carries 0.203; number 16, H, carries 0.255; number 17, H, carries 0.238; number 18, H, carries 0.207; number 19, H, carries 0.184; number 20, H, carries 0.188


Model 2:
ORCA calculation (ωB97M-V/def2-TZVPD) on a single C7H8F3NO molecule.

ORCA input file:
```
! wB97M-V def2-TZVPD RIJCOSX def2/J DEFGRID3
* xyz 0 1
C -0.438 2.277 0.475
C -0.004 0.840 0.010
O 1.525 1.008 -0.161
C 2.292 -0.041 -0.057
F 1.827 -1.168 -0.640
F 3.549 0.190 -0.564
F 2.595 -0.431 1.182
C -0.729 0.314 -1.225
C -1.336 -0.879 -1.168
C -1.145 -1.829 0.024
C -0.743 -1.037 1.207
N -0.123 0.040 1.232
H 0.473 2.737 0.800
H -1.141 2.193 1.307
H -0.847 2.816 -0.309
H -0.556 0.842 -2.203
H -1.991 -1.323 -1.872
H -1.998 -2.557 -0.095
H -0.337 -2.503 -0.178
H -0.875 -1.490 2.235
*
```

gap between HOMO and LUMO = 10.56 eV
HOMO energy = -9.8 eV
SMILES string = C[C@]1(OC(F)(F)F)C=CCC=N1

Atom-resolved charges from natural (NBO), all expressed in e: number 1, C, carries -0.607; number 2, C, carries 0.371; number 3, O, carries -0.541; number 4, C, carries 1.170; number 5, F, carries -0.345; number 6, F, carries -0.336; number 7, F, carries -0.331; number 8, C, carries -0.264; number 9, C, carries -0.117; number 10, C, carries -0.549; number 11, C, carries 0.176; number 12, N, carries -0.436; number 13, H, carries 0.240; number 14, H, carries 0.232; number 15, H, carries 0.208; number 16, H, carries 0.236; number 17, H, carries 0.209; number 18, H, carries 0.240; number 19, H, carries 0.261; number 20, H, carries 0.183


Which structure loses on stability? model 1 does.